(1)
Below is a single C22H22N4O3 molecule in a non-equilibrium geometry, with properties calculated with the ωB97M-V functional and the def2-TZVPD basis.

Cartesian coordinates (Å):
O: -1.3528 -0.3236 1.5599
C: -1.4240 -0.4162 0.3535
N: -2.5232 -0.1050 -0.3531
C: -3.7305 0.4148 0.2609
C: -4.9738 -0.3071 -0.2940
C: -5.7391 0.7284 -1.1338
C: -4.7345 1.8513 -1.3899
C: -3.9360 1.8951 -0.0911
C: -0.2560 -0.9476 -0.5001
C: 0.0282 -2.3538 -0.0263
C: 0.6130 -2.5643 1.2150
C: 0.8391 -3.8515 1.6662
C: 0.4782 -4.9364 0.8858
C: -0.1144 -4.7294 -0.3478
C: -0.3416 -3.4429 -0.8017
N: 0.9043 -0.0711 -0.3301
C: 2.0822 -0.4755 -0.8652
O: 2.2199 -1.5396 -1.4372
C: 3.2261 0.4621 -0.7575
C: 4.5645 0.1685 -0.8374
C: 5.1840 1.4315 -0.7445
N: 4.2936 2.3779 -0.6338
O: 3.0788 1.7937 -0.6392
C: 0.7026 1.1682 0.3212
C: 1.2773 1.4473 1.5551
C: 0.9865 2.6573 2.1584
C: 0.1207 3.5283 1.5138
N: -0.4255 3.2695 0.3385
C: -0.1349 2.1247 -0.2461
H: -2.5157 -0.1574 -1.3593
H: -3.5970 0.2659 1.3342
H: -4.6628 -1.1566 -0.9030
H: -5.5921 -0.6942 0.5135
H: -6.5812 1.1205 -0.5630
H: -6.1288 0.3008 -2.0562
H: -5.2201 2.7992 -1.6137
H: -4.0834 1.5981 -2.2286
H: -2.9912 2.4293 -0.1751
H: -4.5298 2.3697 0.6900
H: -0.5254 -0.9737 -1.5646
H: 0.8778 -1.7184 1.8303
H: 1.2979 -4.0081 2.6315
H: 0.6586 -5.9413 1.2379
H: -0.3979 -5.5721 -0.9611
H: -0.7958 -3.2859 -1.7697
H: 5.0120 -0.7961 -0.9434
H: 6.2278 1.6705 -0.7602
H: 1.9306 0.7271 2.0261
H: 1.4111 2.9120 3.1166
H: -0.1521 4.4774 1.9542
H: -0.5866 1.9578 -1.2161

* SMILES: O=C(NC1CCCC1)[C@H](c1ccccc1)N(C(=O)c1ccno1)c1cccnc1
* HOMO-LUMO gap: 9.33 eV
* relative energy (zero: lowest compared OMol25 entry of this formula, charge and spin): 3.0801 eV

Results of the Löwdin charge analysis, in e, for atoms 1 through 6: atom 1 (O): 0.10, atom 2 (C): -0.45, atom 3 (N): 0.12, atom 4 (C): -0.28, atom 5 (C): -0.13, atom 6 (C): -0.19

---

(2)
Below is a single C22H22N4O4 molecule in a non-equilibrium geometry, with properties calculated with the ωB97M-V functional and the def2-TZVPD basis.

Cartesian coordinates (Å):
C: 7.5663 0.4718 -5.1037
C: 6.4661 -0.5355 -5.4081
O: 5.4534 -0.5232 -4.4050
C: 5.6932 -1.2387 -3.2946
O: 6.6955 -1.8937 -3.1284
C: 4.5921 -1.1436 -2.3128
C: 3.4541 -0.3730 -2.5410
C: 2.4473 -0.3117 -1.6004
C: 2.5627 -1.0242 -0.4059
N: 1.5844 -1.0079 0.5756
C: 0.3925 -0.3462 0.6073
O: -0.0443 0.3726 -0.2717
C: -0.3090 -0.6077 1.8767
N: 0.2791 -1.3801 2.8430
C: -0.5174 -1.3500 3.8703
N: -1.6110 -0.5936 3.6290
C: -1.5147 -0.1196 2.3518
C: -2.5189 0.8727 1.8878
O: -2.8126 1.7934 2.6373
N: -3.0891 0.7009 0.6848
C: -2.8619 -0.4201 -0.1914
C: -3.9826 1.7568 0.2373
C: -5.2808 1.7701 1.0085
C: -5.8171 2.9691 1.4564
C: -7.0073 2.9883 2.1611
C: -7.6751 1.8061 2.4307
C: -7.1452 0.6054 1.9915
C: -5.9564 0.5879 1.2838
C: 3.7059 -1.7952 -0.1747
C: 4.7069 -1.8530 -1.1170
H: 7.1436 1.4670 -4.9874
H: 8.2865 0.4828 -5.9168
H: 8.0762 0.1946 -4.1843
H: 6.8874 -1.5443 -5.4753
H: 5.9487 -0.2851 -6.3369
H: 3.3645 0.1785 -3.4635
H: 1.5688 0.2863 -1.7759
H: 1.7709 -1.5457 1.4172
H: -0.3416 -1.8623 4.7948
H: -2.3556 -0.3498 4.2640
H: -2.5084 -1.2771 0.3799
H: -3.7949 -0.6877 -0.6879
H: -2.1103 -0.1733 -0.9450
H: -3.4781 2.7176 0.3755
H: -4.1733 1.6103 -0.8285
H: -5.2930 3.8925 1.2593
H: -7.4111 3.9282 2.5074
H: -8.6021 1.8193 2.9847
H: -7.6591 -0.3220 2.2002
H: -5.5507 -0.3568 0.9510
H: 3.7961 -2.3448 0.7514
H: 5.5941 -2.4448 -0.9509

* SMILES: CCOC(=O)c1ccc(NC(=O)c2nc[nH]c2C(=O)N(C)Cc2ccccc2)cc1
* HOMO-LUMO gap: 8.85 eV
* relative energy (zero: lowest compared OMol25 entry of this formula, charge and spin): 1.8775 eV

Results of the Löwdin charge analysis, in e, for atoms 1 through 6: atom 1 (C): -0.06, atom 2 (C): -0.22, atom 3 (O): -0.01, atom 4 (C): -0.45, atom 5 (O): 0.11, atom 6 (C): -0.13

---

(3)
Below is a molecular structure, C22H22N6O4V, with properties calculated with the ωB97M-V functional and the def2-TZVPD basis.

Cartesian coordinates (Å):
V: -0.0944 0.0298 0.7468
C: 3.1723 0.4053 -1.6433
C: 3.0707 0.2095 -0.1753
N: 1.9647 0.0525 0.5356
C: 2.3721 -0.1055 1.8699
C: 3.7281 -0.0504 1.9334
N: 4.1329 0.1393 0.6453
C: 4.8076 -0.1017 2.9784
O: 4.4555 -0.2719 4.2384
O: 5.9360 0.0332 2.6010
C: 1.3806 -0.2407 2.9491
O: 1.6325 -0.4857 4.0843
O: 0.0693 -0.0545 2.5080
H: 2.2357 0.7942 -2.0379
H: 3.4041 -0.5378 -2.1407
H: 3.9610 1.1176 -1.8810
H: 5.1155 0.2340 0.4069
H: 3.4862 -0.3361 4.3419
C: -4.7123 -0.0070 -0.1994
C: -3.9320 -0.6327 -1.1666
C: -2.5510 -0.6694 -1.0383
C: -1.9682 -0.0474 0.0584
C: -2.7341 0.5965 1.0275
C: -4.1215 0.5985 0.8983
H: -5.7884 0.0138 -0.3065
H: -4.4035 -1.1060 -2.0178
H: -1.9579 -1.1858 -1.7830
H: -2.2898 1.1223 1.8699
H: -4.7296 1.0922 1.6446
N: 0.0214 5.9196 -1.0238
C: -0.0241 4.6343 -0.6665
C: -0.2513 3.6136 -1.6164
C: -0.3051 2.3153 -1.2085
N: -0.1218 1.9305 0.0750
C: 0.0817 2.9085 0.9928
C: 0.1396 4.2335 0.6771
H: -0.1203 6.2044 -1.9780
H: 0.1568 6.6480 -0.3431
H: -0.4107 3.8505 -2.6596
H: -0.5291 1.5312 -1.9223
H: 0.1869 2.5993 2.0258
H: 0.2946 4.9609 1.4622
N: -1.2509 -2.7676 1.9199
C: -0.5635 -2.9633 0.7846
C: -0.3465 -4.2756 0.3014
C: 0.3020 -4.4667 -0.8759
C: 0.7647 -3.3536 -1.6142
C: 0.5736 -2.1263 -1.0813
N: -0.0630 -1.9027 0.1151
H: -1.6377 -3.5617 2.4018
H: -1.5541 -1.8601 2.2299
H: -0.7273 -5.1096 0.8754
H: 0.4568 -5.4705 -1.2492
H: 1.2572 -3.4652 -2.5685
H: 0.9128 -1.2389 -1.6032

* charge: +2
* HOMO-LUMO gap (alpha / beta): 7.29 / 8.01 eV
* 2S+1: 2

Results of the Löwdin charge analysis, in e, for atoms 1 through 6: atom 1 (V): 1.03, atom 2 (C): 0.03, atom 3 (C): -0.29, atom 4 (N): 0.06, atom 5 (C): -0.10, atom 6 (C): -0.03

---

(4)
Below is a molecular structure, C22H23Cl2N2O4S3W, with properties calculated with the ωB97M-V functional and the def2-TZVPD basis.

Cartesian coordinates (Å):
W: -0.0055 -0.1515 -0.4607
O: -0.7390 1.4563 -0.8791
C: -0.8073 2.7904 -0.5663
C: -1.7717 3.5833 -1.1339
C: -1.7826 4.9273 -0.7588
C: -0.8617 5.4399 0.1590
C: 0.0843 4.6118 0.7305
C: 0.1257 3.2552 0.3696
C: 1.0271 2.3721 1.0002
N: 1.1445 1.0789 0.7621
N: 2.0672 0.4636 1.6083
C: 1.9801 -0.8096 1.5169
O: 1.0135 -1.2679 0.6161
C: 2.7779 -1.7950 2.1840
C: 2.4860 -3.1575 2.0217
C: 3.2638 -4.0998 2.6653
C: 4.3228 -3.6831 3.4651
C: 4.6117 -2.3296 3.6318
C: 3.8436 -1.3787 2.9962
H: -2.4986 3.1808 -1.8262
H: -2.5306 5.5825 -1.1867
H: -0.8985 6.4856 0.4315
H: 0.7921 4.9953 1.4551
H: 1.6872 2.7497 1.7764
H: 1.6484 -3.4728 1.4136
H: 3.0472 -5.1532 2.5563
H: 4.9300 -4.4221 3.9716
H: 5.4360 -2.0256 4.2618
H: 4.0550 -0.3255 3.1218
C: 3.2366 1.1819 -3.8998
C: 3.6010 0.1003 -2.8848
S: 2.4618 -0.6090 -1.6139
C: 1.7517 -2.0889 -2.3733
C: 0.7677 -1.7822 -3.4853
S: -0.4252 -0.4897 -3.0242
C: 0.1525 1.1176 -3.6707
C: 0.6886 1.2043 -5.0936
S: 2.3651 0.5827 -5.3679
H: 4.1868 1.5808 -4.2591
H: 2.7224 2.0270 -3.4458
H: 4.4101 0.4498 -2.2414
H: 3.9483 -0.8031 -3.3898
H: 1.2659 -2.6206 -1.5497
H: 2.5589 -2.7373 -2.7191
H: 0.1844 -2.6651 -3.7495
H: 1.2704 -1.4053 -4.3762
H: 0.8763 1.5238 -2.9690
H: -0.7633 1.7075 -3.5949
H: 0.6571 2.2638 -5.3547
H: 0.0509 0.6867 -5.8122
Cl: -2.3309 -3.3714 1.8822
C: -3.1580 -2.1466 0.8773
Cl: -4.2695 -1.1546 1.7452
C: -1.9940 -1.3651 0.3739
O: -1.3062 -1.7034 -0.6709
O: -1.5205 -0.3219 0.9327
H: -3.6420 -2.6765 0.0601

* charge: +3
* HOMO-LUMO gap: 4.80 eV
* relative energy (zero: lowest compared OMol25 entry of this formula, charge and spin): 1.8213 eV

Results of the Löwdin charge analysis, in e, for atoms 1 through 6: atom 1 (W): 1.79, atom 2 (O): -0.24, atom 3 (C): -0.23, atom 4 (C): 0.05, atom 5 (C): 0.04, atom 6 (C): 0.01